{"formula": "C17H17N2O5Pb", "method": "wB97M-V/def2-TZVPD", "elements": ["Pb", "O", "C", "C", "N", "C", "C", "O", "O", "C", "C", "O", "O", "H", "H", "H", "H", "H", "H", "H", "H", "H", "C", "C", "C", "C", "N", "C", "C", "C", "C", "C", "C", "C", "H", "H", "H", "H", "H", "H", "H", "H"], "coordinates": [[0.87183, -0.25819, 0.04691], [3.42673, 0.66651, -0.18969], [3.47313, 1.96021, 0.37151], [2.55223, 2.95621, -0.34919], [1.12273, 2.80011, -0.08989], [0.29573, 2.99161, -1.22899], [0.31873, 1.85841, -2.41849], [0.23453, 2.31111, -3.52319], [0.38693, 0.67151, -2.02349], [0.65443, 3.18641, 1.16691], [0.08393, 2.03401, 2.29681], [-0.64577, 2.55061, 3.08331], [0.54003, 0.90441, 2.12961], [3.76383, 0.68801, -1.09449], [3.18163, 1.83731, 1.41691], [4.49933, 2.34241, 0.33121], [2.85343, 3.96701, -0.05159], [2.71363, 2.85791, -1.42569], [-0.75467, 3.06661, -0.94499], [0.59553, 3.88721, -1.77859], [1.44453, 3.62481, 1.77491], [-0.21237, 3.84161, 1.11031], [-3.77067, 0.19941, 0.27611], [-4.24407, -1.08539, 0.05991], [-3.33407, -2.11719, -0.08219], [-1.96677, -1.85779, 0.01561], [-1.52577, -0.60059, 0.18551], [-2.40197, 0.38751, 0.31301], [-0.95987, -2.92629, -0.01809], [-1.31797, -4.28309, -0.01419], [-0.35667, -5.27289, -0.01189], [0.98803, -4.95729, -0.00209], [1.37443, -3.61679, 0.01121], [0.39943, -2.66009, -0.00219], [-4.44057, 1.03231, 0.40371], [-5.30277, -1.28539, 0.00651], [-3.69487, -3.11229, -0.27439], [-1.98867, 1.37091, 0.47461], [-2.35947, -4.55939, 0.00811], [-0.66467, -6.30719, -0.00589], [1.74413, -5.72689, 0.00501], [2.42293, -3.36739, 0.04151]], "energy_ha": -1336.2622, "homo_lumo_gap_ev": [6.69, 5.47], "mol_weight_g_mol": 536.5, "total_charge": 1, "fmax_ev_per_a": 2.6, "e_homo_ha": [-0.45251, -0.43796]}


{"formula": "C83H59F9O35", "method": "wB97M-V/def2-TZVPD", "elements": ["C", "C", "O", "C", "O", "O", "F", "H", "H", "H", "C", "C", "O", "C", "O", "O", "F", "H", "H", "H", "C", "C", "O", "C", "O", "O", "F", "H", "H", "H", "C", "C", "O", "C", "O", "O", "F", "H", "H", "H", "C", "C", "O", "C", "O", "O", "F", "H", "H", "H", "C", "C", "O", "C", "O", "O", "F", "H", "H", "H", "C", "C", "O", "C", "O", "O", "F", "H", "H", "H", "C", "C", "O", "C", "O", "O", "F", "H", "H", "H", "C", "C", "O", "C", "O", "O", "F", "H", "H", "H", "C", "C", "C", "C", "C", "C", "C", "O", "C", "C", "C", "C", "C", "C", "C", "O", "H", "H", "H", "H", "H", "H", "H", "H", "C", "C", "C", "C", "C", "C", "C", "O", "C", "C", "C", "C", "C", "C", "C", "O", "H", "H", "H", "H", "H", "H", "H", "H", "C", "C", "C", "C", "C", "C", "C", "O", "C", "C", "C", "C", "C", "C", "C", "O", "H", "H", "H", "H", "H", "H", "H", "H", "C", "C", "C", "C", "C", "C", "C", "O", "C", "C", "C", "C", "C", "C", "C", "O", "H", "H", "H", "H", "H", "H", "H", "H"], "coordinates": [[1.89712, 3.25607, 0.32277], [2.98286, 2.30320, 0.75720], [2.39014, 1.62463, 1.82816], [1.33185, 2.34668, 2.25082], [0.68739, 2.21757, 3.23926], [1.01990, 3.25150, 1.50036], [4.09933, 2.98055, 1.12693], [1.46675, 2.88409, -0.60703], [2.34572, 4.24173, 0.19897], [3.43081, 1.48740, 0.18983], [-1.20227, -1.28843, 6.22506], [-0.05802, -1.65559, 7.07850], [0.31749, -0.49721, 7.74621], [-0.02197, 0.46438, 6.87903], [0.40309, 1.63912, 6.82619], [-0.96583, 0.06576, 6.00715], [0.93130, -2.09883, 6.31071], [-2.16456, -1.43415, 6.71584], [-1.11590, -1.85652, 5.29882], [-0.40684, -2.50486, 7.66600], [-2.34930, -5.10174, -2.77184], [-2.48391, -4.51310, -1.40096], [-3.34511, -3.43748, -1.58868], [-3.90924, -3.52397, -2.82356], [-4.78730, -2.87064, -3.21982], [-3.35309, -4.47918, -3.50753], [-1.30619, -4.02993, -0.92756], [-2.41908, -6.18902, -2.73921], [-1.41170, -4.78474, -3.22846], [-2.85139, -5.23246, -0.66912], [-0.53073, -0.50155, -4.82476], [-0.04327, -0.35710, -6.22933], [-0.18629, -1.68907, -6.63387], [-1.14647, -2.28707, -5.97712], [-1.68406, -3.37155, -6.30345], [-1.38363, -1.65135, -4.93134], [1.23188, 0.01523, -6.23559], [-0.97777, 0.43033, -4.47854], [0.29557, -0.77485, -4.16855], [-0.63204, 0.30024, -6.86915], [2.96792, -4.18745, -4.22708], [4.48147, -4.34933, -3.89128], [4.53961, -4.43101, -2.47228], [3.32608, -5.06239, -2.13522], [2.92375, -5.35742, -0.99304], [2.51135, -5.18169, -3.26037], [5.08666, -3.28646, -4.30264], [2.67505, -4.56702, -5.20598], [2.51450, -3.23138, -3.96547], [5.03267, -5.17009, -4.35022], [-4.86919, -1.52195, 0.86706], [-3.56853, -2.04951, 1.54198], [-3.81667, -3.50298, 1.66707], [-5.12292, -3.76982, 1.25903], [-5.64875, -4.89027, 1.40981], [-5.77449, -2.62528, 0.88800], [-3.70121, -1.40968, 2.71635], [-4.63754, -1.25422, -0.16385], [-5.20089, -0.60170, 1.34790], [-2.63456, -1.82466, 1.02696], [-0.36651, -1.21227, -0.02767], [0.80771, -0.88353, -0.89415], [0.46745, 0.37655, -1.30601], [-0.68822, 0.78512, -0.81429], [-1.15952, 1.91473, -1.12728], [-1.22305, -0.07840, -0.11504], [0.89490, -1.71966, -1.93959], [-0.12594, -1.51162, 0.99244], [-0.83280, -2.12430, -0.40034], [1.76640, -0.82310, -0.37902], [1.11856, -5.97985, 2.02137], [0.36589, -4.68621, 2.11935], [-0.91466, -4.96911, 1.74841], [-1.13396, -6.27058, 2.07436], [-2.25178, -6.80604, 2.12509], [0.01904, -6.89648, 2.29785], [0.84709, -3.61178, 1.43835], [1.92413, -6.02086, 2.75450], [1.54915, -6.22103, 1.04950], [0.27345, -4.30930, 3.13792], [-4.98546, 1.58457, -3.13294], [-5.15298, 0.11447, -3.59581], [-4.22796, 0.07525, -4.64693], [-3.91236, 1.31386, -5.15862], [-3.27122, 1.48749, -6.20966], [-4.45220, 2.31431, -4.30843], [-6.38562, -0.06285, -4.06689], [-4.28597, 1.50404, -2.30087], [-5.95604, 2.01033, -2.87838], [-4.93243, -0.66547, -2.86700], [7.63009, -1.88887, -0.27348], [8.15018, -0.69871, 0.26054], [7.61513, 0.55235, -0.11587], [6.55359, 0.63114, -1.07903], [5.94297, -0.58681, -1.49503], [6.51865, -1.81671, -1.08765], [4.50346, -0.67072, -2.13209], [3.95982, -1.73969, -2.36009], [4.03026, 0.73726, -2.51718], [2.70159, 0.68750, -3.07129], [2.16669, 1.80001, -3.58086], [2.87292, 2.99789, -3.45981], [4.10519, 3.12914, -2.81543], [4.76400, 1.89076, -2.37891], [5.95353, 1.92376, -1.55751], [6.44139, 2.98689, -1.23056], [8.06600, -2.87698, -0.27042], [8.98354, -0.58892, 0.93867], [8.07417, 1.43154, 0.31159], [5.99461, -2.75326, -1.20870], [2.16211, -0.24755, -3.03926], [1.21103, 1.94269, -4.06332], [2.35769, 3.85884, -3.85944], [4.42382, 4.08405, -2.42426], [-0.85328, 5.73372, 0.69284], [0.40671, 6.30904, 0.52634], [0.85659, 6.60415, -0.81995], [0.00135, 6.13802, -1.89059], [-1.11276, 5.29139, -1.64623], [-1.45732, 5.03412, -0.29250], [-2.01693, 4.72046, -2.76197], [-3.00066, 4.02637, -2.49826], [-1.85540, 5.45534, -4.01413], [-2.99217, 5.40473, -4.91594], [-3.07132, 6.27098, -5.99385], [-2.00754, 7.14091, -6.20798], [-0.88705, 7.20187, -5.44223], [-0.81375, 6.39981, -4.26482], [0.34719, 6.53811, -3.25058], [1.30503, 7.27001, -3.59622], [-1.21091, 5.68709, 1.71084], [1.10585, 6.48965, 1.32944], [1.87670, 6.90067, -1.01451], [-2.30156, 4.40425, -0.05390], [-3.83344, 4.74410, -4.76683], [-3.91727, 6.13692, -6.65171], [-2.04637, 7.66945, -7.14901], [-0.15037, 7.98212, -5.56432], [5.23749, -5.83855, 1.78117], [6.32039, -6.30100, 2.55310], [6.49201, -5.64928, 3.75292], [5.80868, -4.43471, 4.08476], [4.90128, -3.86173, 3.16989], [4.60573, -4.65505, 2.07086], [3.96685, -2.79254, 3.59981], [2.92208, -2.46092, 2.96165], [4.29638, -2.08828, 4.85673], [3.61082, -0.89294, 5.19513], [3.93979, -0.20796, 6.31420], [4.99241, -0.70585, 7.10610], [5.67381, -1.85670, 6.86942], [5.36776, -2.50189, 5.70420], [6.09744, -3.79916, 5.38093], [6.99442, -4.28429, 6.10171], [5.00229, -6.38337, 0.87881], [6.82829, -7.18140, 2.18794], [7.32804, -6.04430, 4.31096], [3.85185, -4.40722, 1.33829], [2.80526, -0.51607, 4.58241], [3.61489, 0.79326, 6.55587], [5.25151, -0.09320, 7.95694], [6.35633, -2.16240, 7.64860], [-2.49062, 2.09301, 1.95982], [-2.66998, 2.42825, 3.25475], [-3.87567, 2.77233, 3.86278], [-5.04662, 2.86817, 3.08616], [-4.97066, 2.50416, 1.71009], [-3.65111, 2.22188, 1.14125], [-6.19976, 2.52845, 0.87827], [-6.10998, 1.96952, -0.24732], [-7.37388, 3.16017, 1.40677], [-8.47595, 3.40986, 0.55950], [-9.73548, 3.90800, 1.02123], [-9.80076, 4.28212, 2.34009], [-8.67006, 4.13563, 3.19139], [-7.52810, 3.53107, 2.73500], [-6.35266, 3.40464, 3.71683], [-6.50332, 3.54592, 4.94170], [-1.53346, 1.82446, 1.53777], [-1.88664, 2.37228, 3.99613], [-3.91780, 3.05522, 4.90422], [-3.61075, 2.01636, 0.08175], [-8.56492, 3.11846, -0.47663], [-10.51215, 3.94338, 0.27161], [-10.73489, 4.75796, 2.59964], [-8.55963, 4.40318, 4.23188]], "energy_ha": -6730.4018, "homo_lumo_gap_ev": 7.93, "mol_weight_g_mol": 1787.3, "fmax_ev_per_a": 9.1, "e_homo_ha": -0.35355}


{"formula": "C3H4NO5P", "method": "wB97M-V/def2-TZVPD", "elements": ["C", "C", "C", "N", "O", "O", "O", "O", "O", "P", "H", "H", "H", "H"], "coordinates": [[-0.19982, -1.33789, -2.04178], [0.37437, -0.90769, -0.89424], [-0.31797, -0.70289, 0.26857], [-0.39785, 1.97410, 0.60004], [2.06876, -0.32480, 1.49960], [0.53542, 1.84091, 1.43239], [-1.52715, 2.19287, 1.02637], [-0.13382, 2.02871, -0.60319], [-0.06263, -0.24715, 3.05790], [0.56117, -0.12949, 1.67845], [0.45015, -1.66595, -2.99585], [-1.23280, -1.45324, -2.33788], [1.36782, -0.72443, -0.90588], [-1.48565, -0.54306, 0.21551]], "energy_ha": -888.9021, "homo_lumo_gap_ev": 5.73, "mol_weight_g_mol": 165.0, "total_charge": -2, "fmax_ev_per_a": 4.5, "e_homo_ha": 0.04156}


{"formula": "C5H9NOS", "method": "wB97M-V/def2-TZVPD", "elements": ["C", "C", "C", "C", "C", "N", "O", "S", "H", "H", "H", "H", "H", "H", "H", "H", "H"], "coordinates": [[2.21771, -0.22032, -0.25840], [0.08877, 2.08474, 0.06624], [-0.61316, -1.96388, -0.21569], [-1.21188, -1.02799, 0.74077], [-0.87543, -0.53928, -0.63557], [-0.00609, 1.94404, 1.31386], [0.83191, 0.89499, -2.22936], [0.62454, 0.51397, -0.84111], [2.88123, 0.67567, -0.14230], [1.71110, -0.49863, 0.72764], [-0.03360, 2.97138, -0.56402], [0.43094, -2.28864, -0.20250], [-1.18299, -2.61527, -0.78989], [-2.22421, -1.05491, 0.88633], [-0.72939, -0.59651, 1.58924], [-1.72728, -0.19753, -1.37639], [0.01597, 2.73963, 1.92569]], "energy_ha": -723.8751, "homo_lumo_gap_ev": 8.51, "mol_weight_g_mol": 131.2, "fmax_ev_per_a": 3.9, "e_homo_ha": -0.30288}